{
  "formula": "C5H24N10O7",
  "method": "wB97M-V/def2-TZVPD",
  "elements": ["N", "C", "N", "O", "H", "H", "H", "H", "N", "C", "N", "O", "H", "H", "H", "H", "N", "C", "N", "O", "H", "H", "H", "H", "N", "C", "N", "O", "H", "H", "H", "H", "N", "C", "N", "O", "H", "H", "H", "H", "O", "H", "H", "O", "H", "H"],
  "xyz": [[-7.99, 3.14, 1.32], [-6.67, 3.03, 1.20], [-6.28, 1.97, 0.48], [-5.84, 3.85, 1.54], [-8.55, 3.92, 1.64], [-8.55, 2.34, 1.10], [-6.89, 1.24, 0.13], [-5.32, 1.90, 0.17], [2.12, 1.75, -4.54], [2.21, 2.78, -3.76], [3.33, 3.44, -3.84], [1.29, 3.05, -2.99], [1.28, 1.19, -4.49], [2.98, 1.50, -5.01], [4.01, 3.23, -4.55], [3.48, 4.14, -3.13], [0.19, 0.72, 5.60], [-0.84, 1.12, 4.92], [-1.75, 0.19, 4.67], [-1.03, 2.22, 4.53], [0.81, 1.41, 6.01], [0.28, -0.28, 5.69], [-1.68, -0.74, 5.05], [-2.54, 0.39, 4.07], [-2.35, -4.93, -3.34], [-1.62, -5.79, -4.00], [-0.46, -5.32, -4.12], [-2.04, -6.80, -4.45], [-1.88, -4.06, -3.15], [-3.35, -5.04, -3.23], [0.13, -5.79, -4.80], [-0.09, -4.66, -3.45], [5.22, 0.69, 1.53], [5.92, 0.26, 2.56], [6.41, 1.31, 3.14], [6.02, -0.87, 3.01], [4.81, -0.08, 1.02], [5.47, 1.58, 1.12], [6.52, 2.16, 2.61], [7.06, 1.13, 3.89], [-1.44, -0.43, -0.56], [-0.61, -0.16, -0.96], [-1.24, -0.51, 0.37], [2.93, -3.08, -1.05], [2.74, -3.84, -0.50], [3.78, -3.25, -1.43]],
  "mulliken_charge": [-0.353, 0.629, -0.376, -0.623, 0.201, 0.165, 0.152, 0.205, -0.396, 0.693, -0.403, -0.676, 0.226, 0.168, 0.167, 0.223, -0.378, 0.665, -0.419, -0.623, 0.221, 0.171, 0.146, 0.220, -0.391, 0.645, -0.381, -0.630, 0.153, 0.207, 0.209, 0.189, -0.397, 0.606, -0.402, -0.634, 0.227, 0.184, 0.180, 0.236, -0.635, 0.318, 0.314, -0.652, 0.328, 0.322],
  "orbital_gap_ev": 9.603,
  "molar_mass_da": 336.310,
  "energy_ev": -34809.8169,
  "smiles": "NC(N)=O.NC(N)=O.NC(N)=O.NC(N)=O.NC(N)=O.O.O",
  "de_lowest_kj_mol": 322.5,
  "homo_ev": -9.56
}

---

{
  "formula": "C26H28N6O4PRhS3",
  "method": "wB97M-V/def2-TZVPD",
  "elements": ["Rh", "N", "C", "S", "N", "N", "C", "C", "C", "C", "C", "C", "N", "H", "H", "H", "H", "H", "H", "H", "C", "C", "O", "P", "S", "S", "O", "C", "C", "H", "H", "H", "H", "H", "H", "H", "H", "H", "H", "O", "C", "N", "C", "C", "O", "N", "C", "C", "C", "C", "C", "C", "C", "C", "C", "C", "C", "C", "H", "H", "H", "H", "H", "H", "H", "H", "H", "H", "H"],
  "xyz": [[1.25, 0.91, 0.11], [3.78, 3.35, 2.93], [3.07, 2.39, 2.26], [1.63, 2.92, 1.44], [3.47, 1.16, 2.35], [2.76, 0.29, 1.65], [2.93, -0.97, 1.82], [2.31, -1.88, 0.91], [2.36, -3.27, 1.07], [1.78, -4.09, 0.13], [1.14, -3.51, -0.96], [1.12, -2.13, -1.05], [1.68, -1.34, -0.16], [3.62, 4.28, 2.56], [4.75, 3.11, 3.07], [3.54, -1.33, 2.65], [2.86, -3.67, 1.94], [1.80, -5.16, 0.25], [0.67, -4.12, -1.72], [0.66, -1.64, -1.90], [1.82, 5.58, -2.02], [1.31, 4.16, -1.83], [2.43, 3.32, -1.56], [2.51, 1.83, -2.17], [4.09, 0.98, -1.35], [0.70, 0.98, -2.36], [2.81, 2.18, -3.74], [4.06, 2.75, -4.13], [4.82, 1.77, -5.00], [0.97, 6.25, -2.19], [2.49, 5.63, -2.88], [2.36, 5.90, -1.13], [0.79, 3.81, -2.73], [0.62, 4.10, -0.99], [4.64, 3.00, -3.24], [3.84, 3.67, -4.68], [5.14, 0.92, -4.40], [5.70, 2.26, -5.43], [4.18, 1.41, -5.80], [-1.43, 2.20, 0.26], [-1.63, 1.06, 0.65], [-2.89, 0.53, 0.86], [-2.82, -0.87, 1.16], [-1.25, -1.05, 1.25], [-0.74, -2.12, 1.54], [-0.66, 0.12, 0.98], [-3.41, -1.72, 0.04], [-2.63, -2.11, -1.04], [-3.18, -2.85, -2.08], [-4.51, -3.21, -2.04], [-5.31, -2.82, -0.97], [-4.76, -2.07, 0.06], [-3.38, -1.23, 2.53], [-3.42, -2.58, 2.91], [-3.87, -2.93, 4.17], [-4.27, -1.96, 5.07], [-4.22, -0.62, 4.70], [-3.76, -0.26, 3.44], [-3.70, 0.93, 0.40], [-1.58, -1.84, -1.07], [-2.55, -3.15, -2.91], [-4.94, -3.80, -2.85], [-6.35, -3.09, -0.94], [-5.37, -1.76, 0.89], [-3.08, -3.33, 2.21], [-3.90, -3.98, 4.45], [-4.63, -2.24, 6.05], [-4.52, 0.14, 5.40], [-3.71, 0.78, 3.15]],
  "mulliken_charge": [0.057, -0.481, 0.516, -0.462, -1.516, 1.506, -1.046, 0.951, -0.974, -0.480, -0.756, -0.532, 0.720, 0.232, 0.259, 0.303, 0.433, 0.390, 0.451, 0.598, -1.383, -0.026, -0.228, 1.124, -0.434, -0.587, -0.429, -0.369, -1.197, 0.411, 0.282, 0.271, 0.435, 0.143, 0.388, 0.313, 0.231, 0.394, 0.292, -0.601, -0.310, -0.109, 3.463, -0.593, -0.663, 0.120, -0.439, -0.014, -0.744, -0.424, -0.831, -0.179, -0.921, -0.065, -0.909, -0.362, -0.838, -0.459, 0.296, 0.093, 0.439, 0.385, 0.383, 0.451, 0.467, 0.369, 0.385, 0.403, 0.409],
  "multiplicity": 2,
  "total_charge": -1,
  "orbital_gap_ev": [6.613, 6.901],
  "molar_mass_da": 718.629,
  "energy_ev": -89356.0401,
  "de_lowest_kj_mol": 23.8,
  "s2": 0.760,
  "homo_ev": [-4.29, -4.63]
}

---

{
  "formula": "C27H59Cl9",
  "method": "wB97M-V/def2-TZVPD",
  "elements": ["Cl", "C", "Cl", "Cl", "H", "Cl", "C", "Cl", "Cl", "H", "Cl", "C", "Cl", "Cl", "H", "C", "C", "C", "C", "C", "C", "H", "H", "H", "H", "H", "H", "H", "H", "H", "H", "H", "H", "H", "H", "C", "C", "C", "C", "C", "C", "H", "H", "H", "H", "H", "H", "H", "H", "H", "H", "H", "H", "H", "H", "C", "C", "C", "C", "C", "C", "H", "H", "H", "H", "H", "H", "H", "H", "H", "H", "H", "H", "H", "H", "C", "C", "C", "C", "C", "C", "H", "H", "H", "H", "H", "H", "H", "H", "H", "H", "H", "H", "H", "H"],
  "xyz": [[12.55, -20.83, -6.56], [12.35, -20.76, -8.29], [12.36, -22.37, -8.99], [13.46, -19.63, -9.11], [11.33, -20.40, -8.41], [9.15, -18.45, -8.14], [9.85, -16.95, -7.63], [9.62, -15.74, -8.98], [11.51, -17.06, -7.20], [9.28, -16.58, -6.78], [15.41, -17.30, -6.64], [15.15, -15.92, -7.78], [15.81, -16.18, -9.42], [15.82, -14.38, -7.20], [14.06, -15.88, -7.84], [11.05, -18.11, -10.91], [11.42, -17.73, -12.37], [12.92, -18.02, -12.69], [13.33, -17.50, -14.09], [14.80, -17.82, -14.50], [15.07, -17.49, -15.97], [10.04, -17.75, -10.71], [11.72, -17.54, -10.26], [11.09, -19.18, -10.74], [10.74, -18.10, -13.15], [11.33, -16.65, -12.40], [13.04, -19.10, -12.62], [13.52, -17.63, -11.87], [12.66, -17.92, -14.85], [13.10, -16.45, -14.25], [15.43, -17.22, -13.84], [15.06, -18.84, -14.24], [14.50, -18.15, -16.63], [14.79, -16.46, -16.20], [16.14, -17.63, -16.17], [6.18, -16.91, 1.86], [6.47, -16.42, 0.40], [6.79, -17.53, -0.61], [6.98, -17.04, -1.99], [6.94, -18.17, -3.01], [7.69, -17.77, -4.33], [5.47, -17.73, 1.77], [5.70, -16.13, 2.46], [7.15, -17.10, 2.32], [5.62, -15.82, 0.06], [7.25, -15.67, 0.45], [6.01, -18.29, -0.66], [7.65, -18.15, -0.33], [6.28, -16.25, -2.24], [7.90, -16.46, -2.00], [7.42, -19.10, -2.70], [5.90, -18.39, -3.24], [7.32, -16.86, -4.81], [8.75, -17.75, -4.07], [7.51, -18.54, -5.07], [5.73, -16.35, -9.14], [5.59, -16.33, -10.67], [6.42, -17.37, -11.42], [6.62, -16.91, -12.86], [7.63, -17.89, -13.56], [6.90, -18.71, -14.61], [5.82, -17.41, -8.88], [4.90, -15.87, -8.63], [6.71, -15.90, -8.95], [4.55, -16.35, -10.99], [5.92, -15.33, -10.93], [6.10, -18.41, -11.42], [7.41, -17.41, -10.97], [5.62, -16.83, -13.30], [7.14, -15.96, -12.95], [8.34, -17.35, -14.17], [8.14, -18.52, -12.83], [7.50, -19.38, -15.22], [6.10, -19.32, -14.21], [6.46, -18.06, -15.38], [13.00, -12.39, -9.02], [12.44, -13.45, -9.91], [11.43, -12.82, -10.96], [10.92, -13.82, -11.97], [10.46, -13.25, -13.34], [9.79, -14.29, -14.23], [13.64, -11.65, -9.50], [13.53, -12.87, -8.20], [12.20, -11.83, -8.53], [13.26, -14.02, -10.36], [11.94, -14.19, -9.28], [11.93, -11.95, -11.39], [10.58, -12.41, -10.42], [11.77, -14.45, -12.25], [10.08, -14.42, -11.61], [9.66, -12.52, -13.25], [11.37, -12.91, -13.83], [10.41, -15.17, -14.37], [8.82, -14.61, -13.86], [9.59, -13.80, -15.19]],
  "mulliken_charge": [-0.123, 0.473, -0.148, -0.029, -0.179, -0.135, -0.102, -0.182, -0.060, 0.402, -0.121, 0.789, -0.127, -0.135, -0.444, 0.029, 0.398, -0.716, -0.689, -0.391, -1.271, -0.736, 0.223, 0.291, 0.412, -0.534, 0.408, 0.191, 0.393, 0.272, 0.292, 0.379, 0.322, 0.315, 0.383, -1.167, -0.567, -0.583, -0.649, -0.597, -1.236, 0.321, 0.353, 0.286, 0.380, 0.339, 0.347, 0.276, 0.351, 0.339, 0.341, 0.369, 0.364, 0.361, 0.374, -0.934, -0.656, 0.068, -0.222, 0.261, -1.733, 0.227, 0.392, 0.114, 0.410, 0.296, 0.296, -0.152, 0.452, -0.142, -0.024, 0.236, 0.437, 0.333, 0.362, -1.407, 0.482, -1.034, 0.546, -0.641, -0.752, 0.351, 0.255, 0.337, 0.310, -0.214, 0.428, 0.392, -0.155, -0.014, 0.313, 0.336, 0.158, -0.007, 0.444],
  "orbital_gap_ev": 10.946,
  "molar_mass_da": 702.846,
  "energy_ev": -141657.1031,
  "smiles": "ClC(Cl)Cl.ClC(Cl)Cl.ClC(Cl)Cl.CCCCCC.CCCCCC.CCCCCC.CCCCCC",
  "de_lowest_kj_mol": 168.2,
  "homo_ev": -10.56
}